The following is a quantum chemistry calculation of a structure of composition C44H52IrN3O4Se, from the Open Molecules 2025 dataset.

The geometry in XYZ format:
```
105
Properties=species:S:1:pos:R:3:mulliken_spin:R:1
Ir -0.255 -0.602 1.150 1.553
C 5.591 -0.760 -3.354 0.001
C 5.098 0.657 -3.065 0.000
C 6.174 1.395 -2.256 0.002
C 4.886 1.376 -4.406 0.001
C 3.789 0.654 -2.273 0.010
C 3.218 -0.497 -1.766 -0.006
C 2.033 -0.417 -1.046 0.035
Se 1.458 -1.920 0.003 0.001
C 0.218 -2.925 -1.043 0.013
C 0.710 -3.979 -1.810 -0.011
C -0.162 -4.865 -2.399 0.010
C -1.527 -4.671 -2.136 -0.003
C -2.046 -3.645 -1.364 0.048
C -1.139 -2.705 -0.803 -0.021
O -1.585 -1.681 -0.079 0.158
C -3.544 -3.562 -1.036 0.001
C -4.120 -2.208 -1.480 0.010
C -4.349 -4.663 -1.728 0.002
C -3.720 -3.731 0.483 0.001
C 0.295 -6.067 -3.225 0.000
C -0.422 -6.079 -4.582 0.001
C 1.802 -6.046 -3.478 0.001
C -0.050 -7.355 -2.461 0.001
C 1.377 0.778 -0.803 0.058
O 0.210 0.808 -0.120 0.103
C 1.967 1.974 -1.259 -0.015
C 3.151 1.864 -1.974 -0.006
C 1.394 3.341 -0.853 -0.012
C 2.173 4.498 -1.483 0.002
C 1.510 3.470 0.677 -0.010
C -0.076 3.485 -1.275 0.005
H 6.497 -0.715 -3.962 0.000
H 4.843 -1.336 -3.905 0.000
H 5.834 -1.297 -2.433 0.000
H 7.137 1.340 -2.770 0.000
H 6.284 0.950 -1.265 0.000
H 5.922 2.450 -2.127 0.000
H 5.815 1.375 -4.983 0.000
H 4.581 2.414 -4.262 0.000
H 4.113 0.875 -4.992 0.000
H 3.675 -1.467 -1.910 -0.001
H 1.782 -4.079 -1.927 -0.001
H -2.221 -5.392 -2.548 0.000
H -4.004 -2.080 -2.560 0.000
H -3.615 -1.386 -0.978 -0.005
H -5.186 -2.165 -1.240 0.000
H -4.256 -4.609 -2.816 0.000
H -5.406 -4.539 -1.478 0.000
H -4.046 -5.660 -1.397 0.000
H -3.200 -2.943 1.026 -0.001
H -3.322 -4.697 0.806 0.000
H -4.782 -3.691 0.745 0.000
H -0.198 -5.169 -5.144 0.000
H -1.505 -6.146 -4.465 0.000
H -0.095 -6.940 -5.171 0.000
H 2.105 -5.136 -4.003 0.000
H 2.080 -6.901 -4.097 0.000
H 2.367 -6.113 -2.545 0.000
H -1.129 -7.461 -2.330 0.000
H 0.412 -7.349 -1.471 0.000
H 0.312 -8.231 -3.007 0.000
H 3.631 2.775 -2.306 -0.001
H 3.205 4.539 -1.124 0.000
H 1.692 5.440 -1.211 0.000
H 2.183 4.431 -2.574 0.000
H 2.551 3.359 0.991 -0.003
H 0.912 2.709 1.181 0.018
H 1.158 4.456 0.999 0.001
H -0.181 3.353 -2.355 -0.001
H -0.434 4.486 -1.018 0.000
H -0.705 2.753 -0.777 -0.003
C 0.591 7.060 3.204 0.001
O -0.763 7.185 3.606 0.027
C -1.326 6.135 4.251 0.143
C -2.664 6.298 4.630 -0.077
C -3.328 5.295 5.290 0.119
C -2.680 4.082 5.587 -0.004
C -1.332 3.937 5.227 0.181
C -0.664 4.947 4.550 -0.074
N -3.418 3.080 6.169 0.601
N -2.867 1.950 6.451 0.567
C -2.453 1.039 5.573 -0.003
C -1.756 -0.098 6.048 0.228
C -1.072 -0.955 5.200 -0.104
C -1.015 -0.706 3.834 0.240
O -0.306 -1.446 2.978 0.116
C -1.785 0.375 3.334 0.028
N -1.714 0.552 1.987 0.018
C -2.538 1.384 1.380 -0.034
C -3.477 2.124 2.102 0.071
C -3.478 2.055 3.477 -0.022
C -2.599 1.182 4.137 0.046
H 0.858 8.006 2.743 0.000
H 0.715 6.254 2.476 0.002
H 1.246 6.880 4.059 0.000
H -3.155 7.231 4.384 -0.003
H -4.364 5.413 5.584 -0.003
H -0.810 3.024 5.485 0.011
H 0.366 4.794 4.260 -0.005
H -1.738 -0.255 7.118 -0.003
H -0.542 -1.814 5.589 -0.001
H -2.443 1.455 0.304 -0.003
H -4.171 2.764 1.576 0.004
H -4.179 2.649 4.049 -0.001
```

The value obtained for the HOMO energy (alpha / beta) is -6.87 / -7.73 eV. As for the spin multiplicity: 5. The value obtained for the LUMO energy (alpha / beta) is -0.3165 / -1.4571 eV. Its orbital gap (alpha / beta) is 6.6 / 6.3 eV. The expectation value of S² is 6.099.